This record from OMol25 describes a cluster of 2 separate species, C4H8O2 in total. The level of theory is the ωB97M-V functional and the def2-TZVPD basis.

Output
- Charge: 0
- Spin multiplicity: 1

Positions of all 14 atoms, in Å:
O (2.221, 1.226, -0.107)
C (2.492, 0.418, 0.881)
C (0.055, -1.302, -0.335)
C (-0.808, -0.130, -0.698)
C (-1.720, 0.496, 0.257)
O (-0.492, 1.124, -0.087)
H (1.290, 1.538, -0.095)
H (1.063, -1.195, -0.754)
H (1.545, 0.351, 1.492)
H (-0.379, -2.225, -0.729)
H (0.149, -1.401, 0.749)
H (-1.038, -0.024, -1.757)
H (-1.769, 0.109, 1.273)
H (-2.609, 1.015, -0.090)



This record from OMol25 describes the ion C5H11N8 with charge +1 in a non-equilibrium geometry. The level of theory is the ωB97M-V functional and the def2-TZVPD basis.

Output
- Structure (SMILES): CN1C(N)=NC(N)=N[C@@]12NC=[NH+]N2
- Charge: +1
- Spin multiplicity: 1

Positions of all 24 atoms, in Å:
C (-1.742, 0.958, -0.515)
N (-0.757, 0.201, 0.170)
C (-0.688, 0.305, 1.511)
N (-1.475, 1.112, 2.278)
N (0.180, -0.426, 2.145)
C (0.923, -1.312, 1.469)
N (1.624, -2.231, 2.227)
N (0.963, -1.364, 0.158)
C (0.294, -0.369, -0.455)
N (-0.039, -0.727, -1.821)
C (0.467, 0.027, -2.761)
N (1.366, 0.890, -2.290)
N (1.151, 1.025, -0.877)
H (-1.324, 1.863, -0.786)
H (-1.925, 0.503, -1.478)
H (-2.645, 1.078, 0.067)
H (-1.354, 0.926, 3.257)
H (-2.346, 1.423, 1.873)
H (2.002, -2.999, 1.698)
H (1.905, -2.109, 3.169)
H (-0.249, -1.617, -2.050)
H (0.197, 0.027, -3.824)
H (1.481, 1.747, -2.808)
H (1.990, 1.070, -0.358)



This record from OMol25 describes the molecule C9H5NO2 in a non-equilibrium geometry. The level of theory is the ωB97M-V functional and the def2-TZVPD basis.

Output
- Structure (SMILES): O=C1C=CC(=O)c2cnccc21
- Charge: 0
- Spin multiplicity: 1

Positions of all 17 atoms, in Å:
O (-1.020, 2.621, -0.083)
C (-1.050, 1.403, -0.069)
C (-2.304, 0.634, 0.025)
C (-2.279, -0.701, 0.071)
C (-1.030, -1.495, -0.053)
O (-1.085, -2.710, -0.111)
C (0.245, -0.765, -0.022)
C (1.482, -1.432, -0.049)
N (2.628, -0.784, 0.021)
C (2.625, 0.554, 0.018)
C (1.468, 1.314, -0.046)
C (0.246, 0.625, -0.063)
H (-3.256, 1.170, 0.124)
H (-3.179, -1.308, 0.187)
H (1.458, -2.533, 0.001)
H (3.576, 1.020, 0.087)
H (1.475, 2.385, -0.038)



This record from OMol25 describes a structure of composition C6H12Cl2N2O3 in a non-equilibrium geometry. The level of theory is the ωB97M-V functional and the def2-TZVPD basis.

Output
- Charge: 0
- Spin multiplicity: 1

Positions of all 25 atoms, in Å:
C (1.300, -0.650, -2.641)
C (0.943, 0.396, 0.386)
C (0.532, 1.182, 1.633)
C (-0.104, 0.269, -0.627)
C (-0.505, 0.376, 2.488)
C (0.255, -0.763, -1.620)
N (-1.248, -0.693, -2.902)
N (-0.652, 1.040, 3.715)
O (1.495, -1.769, -3.397)
O (1.839, 0.398, -2.852)
O (0.102, -2.072, -1.121)
Cl (-1.414, 0.910, -3.378)
Cl (-2.571, -1.307, -1.924)
H (1.161, -0.543, 0.858)
H (1.864, 0.835, 0.013)
H (1.241, 1.322, 2.473)
H (0.119, 2.246, 1.474)
H (-0.110, 1.306, -1.152)
H (-1.171, 0.056, -0.244)
H (-1.491, 0.393, 1.922)
H (0.095, -0.551, 2.728)
H (-1.030, 1.949, 3.673)
H (-1.357, 0.491, 4.217)
H (1.608, -2.539, -2.799)
H (-0.899, -2.283, -0.922)



This record from OMol25 describes a cluster of 2 separate species, C5H8IOS in total in a non-equilibrium geometry. The level of theory is the ωB97M-V functional and the def2-TZVPD basis.

Output
- Charge: -1
- Spin multiplicity: 3

Positions of all 16 atoms, in Å:
C (1.316, 1.744, 2.210)
C (-1.346, -1.849, -0.053)
C (-0.058, -1.055, -0.238)
C (-0.328, 0.366, -0.736)
C (0.959, 1.156, -0.754)
O (0.220, 2.123, 2.350)
S (2.792, 1.281, 2.400)
I (0.575, 3.125, -1.682)
H (-1.135, -2.898, 0.166)
H (-1.948, -1.802, -0.963)
H (-1.936, -1.437, 0.763)
H (0.584, -1.573, -0.959)
H (0.488, -1.005, 0.708)
H (-0.831, 0.286, -1.718)
H (-1.036, 0.853, -0.055)
H (1.683, 0.685, -1.438)



This record from OMol25 describes a structure of composition C17H21Cl3IrO3 in a non-equilibrium geometry. The level of theory is the ωB97M-V functional and the def2-TZVPD basis.

Output
- Charge: -2
- Spin multiplicity: 6

Positions of all 45 atoms, in Å:
C (2.529, -0.944, 0.152)
C (2.862, 0.457, 0.355)
C (2.674, 1.143, -0.882)
C (3.413, 1.054, 1.586)
C (2.241, 0.202, -1.870)
C (2.152, -1.090, -1.255)
C (2.031, -2.378, -1.981)
C (2.910, -2.055, 1.053)
C (2.821, 2.603, -1.080)
C (1.951, 0.512, -3.283)
Ir (0.453, -0.154, 0.145)
Cl (0.723, 3.220, 3.752)
Cl (0.452, 0.017, 2.394)
Cl (-0.012, 2.042, -0.257)
H (3.341, 0.361, 2.428)
H (2.872, 1.967, 1.866)
H (4.472, 1.313, 1.448)
H (2.538, 3.157, -0.175)
H (2.183, 2.959, -1.898)
H (3.864, 2.844, -1.321)
H (1.335, 1.416, -3.394)
H (1.437, -0.318, -3.783)
H (2.903, 0.685, -3.805)
H (1.306, -2.314, -2.800)
H (1.729, -3.191, -1.314)
H (2.999, -2.656, -2.426)
H (2.687, -1.800, 2.090)
H (3.983, -2.274, 0.981)
H (2.368, -2.965, 0.795)
O (-0.019, -2.053, 0.122)
H (-0.835, -2.083, -0.450)
O (-2.080, 1.295, 1.932)
C (-2.388, 0.524, 1.044)
O (-1.645, -0.056, 0.122)
C (-3.889, 0.225, 0.936)
C (-4.375, -0.708, 0.013)
C (-5.739, -1.008, -0.052)
C (-6.627, -0.385, 0.832)
C (-6.159, 0.537, 1.785)
C (-4.788, 0.827, 1.839)
H (-3.640, -1.154, -0.659)
H (-6.088, -1.725, -0.803)
H (-7.692, -0.621, 0.780)
H (-6.851, 1.029, 2.475)
H (-4.398, 1.541, 2.565)



This record from OMol25 describes the ion C5H9NO with charge +1 in a non-equilibrium geometry. The level of theory is the ωB97M-V functional and the def2-TZVPD basis.

Output
- Charge: +1
- Spin multiplicity: 2

Positions of all 16 atoms, in Å:
N (-0.095, -1.117, -0.673)
C (-1.041, -0.412, -1.691)
C (-1.668, 0.739, -0.760)
C (-0.673, 0.952, 0.453)
C (0.096, -0.292, 0.516)
C (1.569, -0.109, 0.679)
O (2.144, 0.202, 1.699)
H (-0.440, -1.986, -0.302)
H (-1.895, -1.058, -2.370)
H (-0.318, 0.031, -2.408)
H (-1.831, 1.631, -1.361)
H (-2.587, 0.385, -0.328)
H (0.021, 1.776, 0.181)
H (-1.035, 1.159, 1.423)
H (-0.278, -0.912, 1.377)
H (2.176, -0.090, -0.274)



This record from OMol25 describes the ion C3H6ClN2 with charge +1 in a non-equilibrium geometry. The level of theory is the ωB97M-V functional and the def2-TZVPD basis.

Output
- Charge: +1
- Spin multiplicity: 1

Positions of all 12 atoms, in Å:
C (-1.381, -0.611, 0.019)
C (0.475, 0.833, 0.362)
C (1.416, 0.225, -0.608)
N (-0.939, 0.680, 0.268)
N (-0.427, -1.447, -0.006)
Cl (2.966, 0.436, -0.254)
H (-2.408, -0.877, -0.131)
H (0.729, 0.331, 1.330)
H (0.665, 1.960, 0.438)
H (1.177, -0.503, -1.387)
H (-1.626, 1.344, -0.021)
H (-0.648, -2.371, -0.011)



Number 1: E -307.53127 Ha. Number 2: E -634.92413 Ha. Number 3: E -551.18382 Ha. Number 4: E -1491.28705 Ha. Number 5: E -966.35702 Ha. Number 6: E -2370.93987 Ha. Number 7: E -325.51523 Ha. Number 8: E -687.25507 Ha.